Entry from the OMol25 dataset: a gas-phase ion, C11H19N2O2 (charge +1) in a non-equilibrium geometry (ωB97M-V/def2-TZVPD).

Last column: Mulliken charge in e.
Geometry (Å):
H: -2.2320 0.4884 -0.0964  0.1371
C: -3.4150 2.2548 0.6008  -1.3807
H: 0.1538 -4.0891 1.0061  0.2876
H: -1.9023 1.9471 -0.9508  0.2927
N: -0.0153 -1.6724 -1.3383  0.0361
C: 1.3302 -1.1483 2.1670  0.3734
C: 1.9861 -0.3503 -1.1281  -0.1797
O: 1.5358 -0.1313 1.4042  -0.3620
C: 0.4803 1.3583 0.1235  -1.2505
H: 4.0046 -0.2073 -0.4322  0.4052
H: 1.3742 1.8875 0.6093  0.2991
H: -0.8538 2.7882 1.1173  0.4298
H: 2.1880 0.5270 -1.7450  0.5009
H: -1.0123 -0.9840 0.3480  0.8032
C: -0.8604 1.7224 0.8134  -0.7421
H: 3.1704 -1.6094 0.3214  0.3508
H: -4.3255 1.8742 0.1564  0.3860
C: 3.3017 -1.0223 -0.5532  -1.5266
H: -0.7922 1.0839 1.7804  0.2497
N: 0.5455 -2.2254 1.4490  -0.0662
C: 1.0957 -1.2534 -2.0746  -0.6686
C: -0.1183 -1.0601 -0.2074  -0.8368
C: 0.5136 -3.3959 1.7610  -0.3242
C: -2.1795 1.6007 0.0418  -0.0929
O: 1.6883 -1.1539 3.3039  -0.5116
H: 3.7776 -1.4622 -1.3546  0.5028
C: 0.9671 -0.0360 0.0503  1.4309
H: 0.6065 1.5760 -0.9225  0.5813
H: -3.4691 3.3182 0.5040  0.3689
H: -3.4921 2.0044 1.6880  0.3147
H: 0.9461 -3.6285 2.7761  0.2645
H: -0.6071 -2.3557 -1.6889  0.2329
H: 1.6219 -2.0664 -2.6038  0.3660
H: 0.5387 -0.6583 -2.8780  0.3282

Cartesian forces (eV/Å) of the 3 atoms listed first:
H -1.1 0.8 -0.1
C -0.2 -1.1 1.5
H -0.4 -0.5 0.5

## Properties
E ... -690.195027 Eh
HOMO ... -13.76 eV
Charge ... +1
M ... 211.28 g/mol
ΔE to the lowest compared entry with this formula, charge and spin ... 386.3 kJ/mol
Gap between HOMO and LUMO ... 10.258 eV
Lowest unoccupied orbital energy ... -3.5 eV

---

Entry from the OMol25 dataset: a molecular structure, C11H19N2O2ReS4SbSe4Si (ωB97M-V/def2-TZVPD).

Last column: Mulliken charge in e.
Geometry (Å):
C: -0.2002 1.3433 1.7687  0.8095
H: -1.2712 1.5417 1.9163  -0.8217
H: 3.7123 1.1057 -1.5075  0.2073
S: -2.1610 -0.6650 0.9108  -0.0469
C: -1.3607 -3.8401 1.6316  -1.1020
H: 3.4908 1.6293 -3.0465  0.2196
H: 0.1641 -2.2480 -1.7400  0.2268
Si: -0.2324 -2.7150 0.6763  0.3626
S: -3.3691 -0.4765 2.5901  0.0489
C: -0.6260 -2.7211 -1.1513  -0.9724
C: 0.7494 1.5145 -1.3895  0.2497
Se: -3.5659 1.8117 -2.0740  -0.0447
C: 2.4796 0.9125 2.1784  -0.8856
H: 2.2580 -2.5817 0.3832  0.3619
Se: -2.1409 3.6114 -1.7377  -0.4448
C: 1.5422 -3.2509 0.8621  -1.2230
H: 1.6138 -4.2165 0.3478  0.4098
H: -2.3844 -3.8105 1.2549  0.3212
Se: -2.4841 0.6545 -3.8546  -0.1905
H: 0.2038 3.4045 2.1496  0.4810
H: -0.7105 -3.7588 -1.4903  0.4389
C: 1.9928 2.2142 2.2357  -0.7333
N: 3.0482 1.5238 -2.1454  -0.6596
C: 0.2859 0.0358 1.6534  1.0455
C: 1.7948 0.7885 -2.2096  -0.0179
S: -3.3963 1.4938 3.1172  -0.0565
O: -0.3457 0.9996 -1.1456  -0.1565
C: 1.6466 -0.1632 1.9042  -0.7299
H: -1.3779 -3.5797 2.6922  0.3556
H: -1.0068 -4.8719 1.5482  0.3454
Re: -2.1126 1.4818 -0.1284  0.7027
H: 2.0105 2.8179 -1.2946  0.4885
H: -1.5677 -2.2271 -1.3929  0.3491
Se: -4.9837 3.0142 -5.5692  -0.3179
N: -0.5638 -1.0308 1.2974  0.3808
H: 1.8452 -3.4161 1.8989  0.3597
H: 3.5276 0.7211 2.3767  0.4542
H: 1.4098 0.7536 -3.2302  0.3610
C: 0.6380 2.4174 2.0517  -0.7702
H: 2.6507 3.0411 2.4680  0.4545
H: 1.8495 -0.2404 -1.8534  0.1497
H: 2.0567 -1.1590 1.9156  0.5007
O: 1.0768 2.6901 -0.9712  -0.3992
Sb: -2.7315 2.9691 -5.1242  0.4651
S: -3.4546 2.4812 1.2270  0.0231

Cartesian forces (eV/Å) of the 3 atoms listed first:
C -0.3 0.2 0.0
H 0.1 -0.1 -0.1
H 0.0 0.0 0.0

## Properties
E ... -12496.955060 Eh
HOMO ... -10.88 eV
Charge ... +1
M ... 991.45 g/mol
ΔE to the lowest compared entry with this formula, charge and spin ... 0.0 kJ/mol
Gap between HOMO and LUMO ... 6.434 eV
Lowest unoccupied orbital energy ... -4.4 eV

---

Entry from the OMol25 dataset: 2 unconnected molecules or ions with the total composition C11H19N2O3 (ωB97M-V/def2-TZVPD).

Last column: Mulliken charge in e.
Geometry (Å):
N: -0.1704 -0.0225 0.8976  -0.4598
H: 1.7724 -4.5055 0.2674  0.3486
C: 0.3706 1.0750 -2.7393  -0.9286
H: -0.8832 4.2088 -0.7279  0.2388
C: -1.1372 1.1975 -2.8109  0.2487
C: -2.2943 1.1199 0.5922  -0.3726
H: 2.3086 -5.0097 1.8760  0.2519
H: 3.3868 -2.7127 0.1901  0.2661
H: -2.6535 2.0052 1.1517  0.2092
C: 2.1290 -4.1449 1.2312  -0.5458
H: 0.7992 2.0126 -3.1081  0.2222
H: 4.3083 -3.9005 1.1334  0.2729
H: -3.6470 1.7717 -0.9376  0.1989
H: -2.5211 4.0094 -0.1262  0.1611
H: 0.3421 -3.6411 2.4206  0.3520
O: -2.8374 3.4599 -3.0879  -0.6307
O: -1.7516 0.7325 -3.7390  -0.5048
H: 1.7944 -1.4089 3.0576  0.2656
C: 1.1749 -3.1630 1.9074  -0.3390
C: -1.9350 4.2645 -1.0151  -0.9228
H: 0.8318 0.1617 0.9622  0.1942
C: 2.1087 -2.4341 2.8610  -0.4508
H: 0.7105 0.2314 -3.3368  0.3390
H: 0.6860 0.9629 -1.7019  0.1921
H: -0.2745 2.0248 0.7268  0.3284
C: -2.2065 3.2044 -2.0744  0.3115
H: 0.7626 -2.4641 1.1779  0.1444
H: 2.1961 -2.9623 3.8183  0.2795
C: -0.8177 1.0724 0.7547  -0.1776
H: -2.7181 0.2183 1.0442  0.3386
C: 3.3936 -3.3047 1.1117  -0.4293
O: 3.3950 -2.4170 2.2305  -0.3997
N: -1.6903 1.9418 -1.7143  0.8278
C: -2.7336 1.1621 -0.9106  -1.1924
H: -2.1987 5.2544 -1.3822  0.3624

Cartesian forces (eV/Å) of the 3 atoms listed first:
N -0.2 0.2 0.1
H 0.0 0.0 0.0
C 0.0 0.0 0.3

## Properties
E ... -765.697701 Eh
HOMO ... -2.29 eV
Charge ... -1
M ... 227.28 g/mol
ΔE to the lowest compared entry with this formula, charge and spin ... 0.0 kJ/mol
Gap between HOMO and LUMO ... 5.194 eV
Lowest unoccupied orbital energy ... 2.9 eV

---

Entry from the OMol25 dataset: a molecular structure, C11H19N3O6PPb in a non-equilibrium geometry (ωB97M-V/def2-TZVPD).

Last column: Mulliken charge in e.
Geometry (Å):
C: -2.1775 -0.0804 2.6896  -0.7451
H: -1.6245 0.4770 3.4551  0.2775
N: -1.8449 0.3767 1.3368  0.1902
N: 0.5888 1.4605 1.5950  0.1621
H: -0.0949 -2.2160 -0.5688  0.2526
H: -0.6903 0.1339 -3.5981  0.1671
H: 2.1223 2.8668 1.4216  0.4351
O: 3.0960 3.2082 -3.2527  -0.0322
N: 0.4903 -1.1117 1.1616  0.5138
H: 0.0467 2.0982 3.5336  0.3387
O: 3.2351 -2.1368 -1.6067  -0.0246
C: 1.8898 1.8683 1.0361  -0.7207
C: 0.0826 -2.3608 0.5050  -0.8953
H: 0.3291 -1.6042 3.2241  0.3431
Pb: 0.8628 0.3391 -2.7718  1.0903
O: -1.0158 2.4449 -5.5652  -0.0476
H: 0.4660 3.3889 2.3893  0.3078
H: -2.8004 0.7973 -0.5098  0.3091
C: -0.0483 2.4265 2.4873  -0.9152
C: -1.5415 -4.0122 -3.3244  0.1400
H: 1.8703 1.9087 -0.0653  0.0049
H: 2.6755 1.1708 1.3566  0.2867
P: -0.2864 0.3167 0.7828  0.2121
C: 1.8251 -0.6627 -5.0718  0.1925
H: 0.8921 -3.0899 0.6366  0.3647
H: -0.8278 -2.7668 0.9746  0.2918
H: -1.9940 -1.1602 2.8206  0.2993
C: 2.5559 -1.3493 -2.0645  0.1401
H: -3.2494 0.1043 2.8410  0.4252
O: 2.3195 -1.2448 -5.9175  -0.0341
O: -2.1545 -4.7312 -2.6901  -0.1378
C: 2.4361 2.2774 -3.1201  0.2528
C: 1.0792 -1.2975 2.4813  -0.8303
H: -1.1120 2.5562 2.2460  0.3619
H: -3.8789 0.4474 0.8662  0.4059
H: -3.0184 -0.8902 0.0593  0.3593
H: 1.5653 -0.3763 2.8195  0.3019
H: 1.8282 -2.0920 2.4142  0.3791
O: -0.3326 0.5159 -0.7063  -0.6880
C: -0.6252 1.8341 -4.6753  0.0983
C: -2.9393 0.1648 0.3743  -0.8332

Cartesian forces (eV/Å) of the 3 atoms listed first:
C -0.4 0.6 0.6
H 0.0 -0.2 -0.2
N -1.4 -1.6 0.5

## Properties
E ... -1579.232397 Eh
HOMO (spin up / spin down) ... -19.03 / -19.01 eV
Charge ... +3
M ... 527.46 g/mol
Gap between HOMO and LUMO (spin up / spin down) ... 6.328 / 5.357 eV
Lowest unoccupied orbital energy (spin up / spin down) ... -12.7 / -13.7 eV

---

Entry from the OMol25 dataset: a single C11H19N3OS molecule in a non-equilibrium geometry (ωB97M-V/def2-TZVPD).

Last column: Mulliken charge in e.
Geometry (Å):
H: -0.7922 -0.5887 3.3847  0.2695
C: 1.2655 3.1277 1.4120  -0.7952
H: 0.8478 -5.3209 -2.7138  0.3223
O: -2.0508 -0.7888 0.8227  -0.6398
C: -0.5580 -3.7447 -2.2656  0.2465
H: 0.6159 -4.1863 -4.0207  0.2430
H: 0.3959 -3.8891 -0.2341  0.3282
H: 2.2679 3.5080 1.2086  0.2913
N: -0.0734 -1.4756 1.5763  -0.1479
C: 0.0571 -4.6985 -3.1545  -1.1047
H: -0.8701 4.0363 -2.9923  0.1244
C: -1.1169 -1.5345 0.6520  0.7261
C: 0.4041 3.1799 -0.9821  -0.4756
N: -1.7592 -1.9060 -1.7345  0.1060
S: -1.2308 3.6645 -1.7719  -0.2670
H: 1.3478 3.6757 -1.2737  0.3774
H: -0.8194 1.3764 1.9817  0.2392
H: -2.6814 -1.3823 -1.7978  0.3089
H: 0.4591 2.0688 -1.1382  0.2699
C: 0.2826 3.6516 0.5434  -0.6560
C: 0.1740 1.0627 2.4276  -0.3273
H: 1.0531 3.4940 2.3716  0.3979
H: 1.1734 1.1994 0.4760  0.1998
N: -1.5152 -2.8928 -2.6916  -0.7596
H: 0.7883 -1.8313 1.2058  0.2843
H: -0.7000 3.2481 0.8529  0.3071
H: -0.7095 -5.3523 -3.6486  0.2714
C: -0.9870 -2.1522 -0.6353  -0.0585
C: -0.2672 -3.2973 -0.9075  -0.0525
H: 2.1936 1.1493 1.8375  0.3631
C: 1.2416 1.6178 1.4743  -0.4159
H: 0.1789 4.7808 0.6669  0.3520
H: 1.0270 -0.7891 3.0085  0.4264
H: 0.3335 1.4846 3.4249  0.3260
C: 0.0240 -0.4953 2.6346  -1.0809

Cartesian forces (eV/Å) of the 3 atoms listed first:
H 0.7 -0.4 -0.5
C 2.8 -1.5 1.2
H -0.5 0.1 0.3

## Properties
E ... -1068.174324 Eh
HOMO ... -8.97 eV
Charge ... 0
M ... 241.36 g/mol
ΔE to the lowest compared entry with this formula, charge and spin ... 254.0 kJ/mol
Gap between HOMO and LUMO ... 9.623 eV
Lowest unoccupied orbital energy ... 0.7 eV

---

Entry from the OMol25 dataset: a molecular structure, C11H19NOPY in a non-equilibrium geometry (ωB97M-V/def2-TZVPD).

Last column: Mulliken charge in e.
Geometry (Å):
O: -1.9000 0.4677 1.1135  -0.5620
H: 0.9929 0.2873 -2.8560  0.3708
H: -3.9430 3.5704 3.2094  0.4240
N: -3.0059 1.9994 2.2657  0.2154
H: -4.7520 -1.6292 3.2669  0.3808
H: -4.8816 0.1234 1.3268  0.3365
C: -4.2058 -0.6806 3.2787  -0.6096
C: -2.9664 0.7851 1.7551  0.7978
H: -3.2454 -0.8805 3.7788  0.3208
H: -3.4723 1.6635 4.8210  0.3230
H: -1.0194 -1.4676 -2.5051  0.3909
H: 2.0180 -2.2337 0.5488  0.3745
C: 0.2498 -2.2976 -0.8381  -0.5451
P: 0.6573 2.4046 0.8006  -0.1893
H: -5.0956 2.3345 4.8602  0.3489
C: 1.5079 -1.8490 -0.3196  -0.4601
C: -0.1006 -1.4420 -1.9394  -0.5331
C: 0.9362 -0.4761 -2.0961  -0.3399
H: -2.1801 2.5717 2.0589  0.0645
C: -3.9920 -0.2677 1.8323  -0.6298
H: -5.0319 2.4787 2.3133  0.2933
C: -5.0226 0.3560 4.0446  -0.6310
C: -4.4061 1.7381 4.2486  -0.5866
Y: -0.1739 -0.1211 0.0987  -0.1057
H: -3.5961 -1.1155 1.2595  0.2215
H: 1.9627 2.4682 1.5041  0.0797
H: -5.9774 0.4847 3.5182  0.2838
H: 0.6276 3.4161 -0.2864  0.0508
H: -5.2406 -0.0664 5.0327  0.3125
H: 2.8445 -0.1609 -0.9596  0.4682
C: 1.9352 -0.7259 -1.0942  -0.4503
H: -0.3359 2.8708 1.7969  -0.0236
C: -4.1578 2.5314 2.9727  -0.8114
H: -0.4036 -3.0182 -0.3689  0.4199

Cartesian forces (eV/Å) of the 3 atoms listed first:
O -2.3 0.8 1.1
H -0.1 0.0 0.0
H -0.1 0.0 -0.1

## Properties
E ... -940.081391 Eh
HOMO (spin up / spin down) ... -3.70 / -3.29 eV
Charge ... 0
M ... 301.16 g/mol
Gap between HOMO and LUMO (spin up / spin down) ... 3.933 / 3.804 eV
Lowest unoccupied orbital energy (spin up / spin down) ... 0.2 / 0.5 eV

---

Which value of charge does entry 4 give? +3

---

The highest M belongs to which entry? C11H19N2O2ReS4SbSe4Si

---

Which of these has the lowest M? C11H19N2O2

---

Number 4 is which compound? C11H19N3O6PPb